*1*
Density functional theory data (ωB97M-V/def2-TZVPD) for 10 unconnected molecules or ions with the total composition C10H40N20O10.

Each line ends with the Löwdin charge.
Positions of all 80 atoms, in Å:
N 2.21 -1.74 7.07  0.1687
C 1.43 -2.02 6.16  -0.8706
N 2.12 -2.00 5.11  0.1715
O 0.22 -2.11 6.31  0.0197
H 2.01 -1.83 8.06  0.1393
H 3.15 -1.85 6.72  0.1151
H 3.13 -2.08 5.18  0.1222
H 1.63 -1.95 4.23  0.1404
N -1.19 -0.13 -1.25  0.1574
C -0.89 -0.12 0.00  -0.7820
N -1.05 1.10 0.30  0.1476
O -0.83 -1.06 0.83  -0.0116
H -1.25 -1.08 -1.60  0.1208
H -1.27 0.69 -1.84  0.1212
H -0.77 1.32 1.25  0.1255
H -1.26 1.83 -0.37  0.1197
N -1.85 2.13 6.59  0.1713
C -1.10 3.04 6.13  -0.8059
N -1.32 4.27 6.56  0.1736
O -0.17 2.69 5.41  -0.0076
H -2.59 2.37 7.23  0.1166
H -1.53 1.18 6.46  0.1360
H -0.79 5.12 6.46  0.1232
H -2.04 4.15 7.26  0.0964
N -2.68 -6.04 -3.91  0.1478
C -2.47 -5.01 -3.09  -0.7628
N -3.52 -4.77 -2.43  0.1685
O -1.46 -4.27 -3.06  -0.0148
H -1.91 -6.14 -4.55  0.1094
H -3.54 -6.56 -4.00  0.1087
H -4.32 -5.38 -2.51  0.1205
H -3.58 -3.85 -2.01  0.1339
N 1.05 6.82 -0.69  0.1576
C 1.34 5.74 -1.29  -0.7738
N 2.67 5.72 -1.32  0.1391
O 0.56 4.90 -1.76  0.0061
H 0.06 6.97 -0.60  0.1339
H 1.78 7.51 -0.58  0.1211
H 3.19 6.43 -0.82  0.1048
H 3.11 4.98 -1.84  0.1131
N 2.23 4.17 -6.17  0.1610
C 1.37 3.54 -6.89  -0.7991
N 0.41 3.02 -6.14  0.1550
O 1.52 3.26 -8.06  0.0302
H 2.03 4.24 -5.18  0.1068
H 3.14 4.33 -6.59  0.1253
H -0.25 2.46 -6.67  0.1138
H 0.22 3.31 -5.19  0.1057
N -2.24 -2.32 -7.03  0.1312
C -2.77 -1.06 -7.03  -0.7657
N -2.93 -0.60 -8.25  0.1610
O -2.99 -0.56 -5.97  0.0578
H -1.90 -2.79 -7.86  0.0908
H -2.16 -2.74 -6.11  0.0964
H -2.55 -1.00 -9.10  0.1118
H -3.37 0.30 -8.32  0.1154
N 4.11 3.04 3.41  0.1752
C 4.57 3.49 4.48  -0.7991
N 4.08 3.04 5.63  0.1694
O 5.58 4.21 4.44  -0.0198
H 4.38 3.57 2.59  0.1321
H 3.19 2.64 3.49  0.1189
H 4.50 3.47 6.44  0.1163
H 3.18 2.58 5.61  0.1020
N 2.94 -4.12 -2.79  0.1295
C 3.47 -4.52 -3.95  -0.8138
N 2.48 -4.29 -4.78  0.1424
O 4.52 -4.98 -4.09  0.1141
H 1.93 -4.20 -2.85  0.0873
H 3.41 -4.33 -1.92  0.1100
H 2.68 -4.46 -5.75  0.1189
H 1.59 -4.00 -4.41  0.1033
N -3.32 -3.27 4.37  0.1822
C -4.47 -3.52 4.85  -0.8530
N -4.52 -3.80 6.12  0.1666
O -5.45 -3.48 4.16  0.0332
H -3.15 -2.79 3.50  0.1324
H -2.67 -3.05 5.11  0.1018
H -5.42 -4.00 6.54  0.1234
H -3.62 -3.76 6.57  0.1076

Computed properties:
HOMO	-0.3341	Ha
SMILES	NC(N)=O.NC(N)=O.NC(N)=O.NC(N)=O.NC(N)=O.NC(N)=O.NC(N)=O.NC(N)=O.NC(N)=O.NC(N)=O
total charge	0
gap between HOMO and LUMO	9.2173	eV


*2*
Density functional theory data (ωB97M-V/def2-TZVPD) for 10 unconnected molecules or ions with the total composition C10H40N20O10.

Each line ends with the Löwdin charge.
Positions of all 80 atoms, in Å:
N 2.38 -2.44 4.73  0.1498
C 1.70 -2.14 3.58  -0.6935
N 0.80 -3.08 3.33  0.1834
O 1.95 -1.19 2.90  0.0246
H 3.11 -1.77 4.94  0.1125
H 2.28 -3.42 4.95  0.0964
H 0.64 -3.84 3.97  0.1163
H 0.18 -2.96 2.55  0.0560
N 0.53 0.50 0.03  0.2093
C -0.47 -0.30 -0.03  -0.8046
N -0.19 -1.40 0.62  0.2077
O -1.50 -0.01 -0.55  0.0349
H 1.36 0.21 0.52  0.0749
H 0.54 1.33 -0.55  0.0791
H 0.72 -1.59 1.02  0.0894
H -0.77 -2.20 0.42  0.0747
N 3.30 -3.57 -1.87  0.1584
C 1.96 -3.70 -1.75  -0.7547
N 1.35 -2.64 -2.08  0.1831
O 1.41 -4.72 -1.31  0.0074
H 3.83 -4.35 -1.51  0.1103
H 3.75 -2.69 -2.10  0.0689
H 1.80 -1.86 -2.53  0.1017
H 0.36 -2.66 -1.89  0.1212
N 2.00 3.57 3.53  0.1304
C 2.28 2.33 3.85  -0.8104
N 1.51 1.57 3.11  0.1688
O 3.21 1.99 4.47  0.0952
H 1.20 3.71 2.92  0.0649
H 2.57 4.38 3.74  0.1142
H 1.76 0.60 2.95  0.0555
H 0.63 2.01 2.86  0.0971
N -3.26 -2.87 1.34  0.1818
C -2.33 -3.72 0.95  -0.7117
N -2.79 -4.26 -0.17  0.1584
O -1.21 -3.96 1.41  -0.0084
H -4.15 -2.85 0.86  0.1043
H -3.07 -2.23 2.10  0.1138
H -2.15 -4.86 -0.68  0.1203
H -3.76 -4.19 -0.43  0.1098
N -2.85 1.22 1.73  0.1799
C -4.06 0.94 2.17  -0.7728
N -4.49 1.96 2.78  0.1582
O -4.76 -0.06 1.92  0.0039
H -2.40 0.56 1.12  0.0655
H -2.37 2.09 1.90  0.1077
H -3.86 2.71 3.03  0.1165
H -5.37 1.79 3.25  0.1290
N -0.48 2.27 -3.96  0.1727
C -1.54 2.82 -4.52  -0.7681
N -1.87 2.36 -5.69  0.1592
O -2.29 3.62 -3.93  0.0040
H -0.04 1.45 -4.34  0.1041
H -0.42 2.49 -2.98  0.0752
H -1.36 1.72 -6.28  0.1072
H -2.73 2.75 -6.07  0.1203
N -4.80 -0.62 -1.27  0.1633
C -4.79 0.27 -2.25  -0.8182
N -3.65 0.78 -2.43  0.1964
O -5.74 0.47 -2.98  0.0232
H -3.90 -0.97 -0.96  0.0744
H -5.61 -1.18 -1.10  0.1097
H -3.44 1.56 -3.04  0.1048
H -2.94 0.58 -1.74  0.0626
N 5.43 -0.42 -1.17  0.1797
C 4.16 -0.26 -1.35  -0.7958
N 3.95 0.00 -2.63  0.1527
O 3.28 -0.16 -0.52  0.0398
H 6.10 -0.57 -1.91  0.1205
H 5.68 -0.62 -0.21  0.1309
H 4.64 -0.22 -3.34  0.1157
H 3.01 0.36 -2.72  0.1121
N 1.48 4.26 0.61  0.1697
C 1.58 3.50 -0.42  -0.8211
N 2.81 3.26 -0.55  0.1935
O 0.72 3.29 -1.25  0.0375
H 2.36 4.48 1.07  0.1079
H 0.64 4.70 0.95  0.1333
H 3.08 2.72 -1.36  0.1238
H 3.43 3.35 0.24  0.1301

Computed properties:
HOMO	-0.3075	Ha
SMILES	NC(N)=O.NC(N)=O.NC(N)=O.NC(N)=O.NC(N)=O.NC(N)=O.NC(N)=O.NC(N)=O.NC(N)=O.NC(N)=O
total charge	0
gap between HOMO and LUMO	8.0947	eV


Which structure loses on stability? *1* does.


*1*
Density functional theory data (ωB97M-V/def2-TZVPD) for a single C4H2Cl2 molecule.

Each line ends with the Löwdin charge.
Positions of all 8 atoms, in Å:
C 2.84 -0.06 0.27  0.1039
C 1.68 0.27 -0.08  -0.2534
C 0.41 0.06 -0.43  -0.1622
C -0.97 -0.05 0.40  -1.0600
Cl -2.00 -1.46 0.11  0.5838
Cl -1.78 1.42 -0.22  0.5819
H 0.46 -0.16 -1.51  0.1162
H -0.63 -0.02 1.47  0.0899

Computed properties:
HOMO	-0.3802	Ha
total charge	0
gap between HOMO and LUMO	8.4697	eV


*2*
Density functional theory data (ωB97M-V/def2-TZVPD) for a single C4H2Cl2 molecule.

Each line ends with the Löwdin charge.
Positions of all 8 atoms, in Å:
C 0.06 1.90 -0.01  -0.4094
C -1.04 1.05 0.06  -0.3024
C -1.81 0.14 0.27  0.1479
C 0.89 -0.67 0.01  -0.8989
Cl 2.25 -1.76 0.00  0.4981
Cl 1.43 0.98 -0.20  0.9879
H -2.19 -0.73 0.70  0.0407
H 0.41 -0.91 -0.83  -0.0639

Computed properties:
HOMO (alpha / beta)	-0.3204 / -0.2913	Ha
total charge	0
gap between HOMO and LUMO (alpha / beta)	7.3829 / 5.9360	eV


*3*
Density functional theory data (ωB97M-V/def2-TZVPD) for a single C4H2Cl2 molecule.

Each line ends with the Löwdin charge.
Positions of all 8 atoms, in Å:
C 1.17 -1.43 -1.21  -0.0269
C -0.13 -0.93 -1.29  -0.3239
C -1.09 -0.26 -0.89  0.0996
C 0.31 0.47 0.99  -1.0586
Cl 0.17 2.21 0.61  0.4448
Cl 1.77 -0.23 0.54  0.7308
H -2.12 0.03 -0.82  0.0632
H -0.07 0.14 2.06  0.0711

Computed properties:
HOMO (alpha / beta)	-0.3030 / -0.3030	Ha
total charge	0
gap between HOMO and LUMO (alpha / beta)	6.4985 / 6.4992	eV


Which structure loses on stability? *2* does.


*1*
Density functional theory data (ωB97M-V/def2-TZVPD) for a single C5H8O3S molecule.

Each line ends with the Löwdin charge.
Positions of all 17 atoms, in Å:
C 0.32 1.94 -0.04  -0.0877
C 1.52 0.21 1.90  -0.2553
C -1.00 -0.18 -0.34  -0.2084
C 0.07 -1.16 0.13  -0.3002
C -0.40 1.03 -1.00  -0.4126
O 0.60 3.05 -0.19  0.1709
O 1.44 -2.21 2.09  -0.5507
O -1.32 1.74 -1.78  0.0451
S 0.46 -1.06 1.97  0.8387
H 2.62 -0.01 1.79  0.0747
H 1.38 0.99 2.63  0.0116
H -1.74 -0.46 -1.01  0.0959
H -1.52 0.26 0.60  0.1435
H -0.37 -2.20 0.14  0.1076
H 1.00 -1.05 -0.39  0.0823
H 0.35 0.51 -1.68  0.1772
H -0.85 1.81 -2.56  0.0675

Computed properties:
HOMO (alpha / beta)	-0.3195 / -0.3062	Ha
total charge	0
gap between HOMO and LUMO (alpha / beta)	8.4648 / 7.4288	eV


*2*
Density functional theory data (ωB97M-V/def2-TZVPD) for a molecular structure, C5H8O3S.

Each line ends with the Löwdin charge.
Positions of all 17 atoms, in Å:
C -0.60 -1.69 0.02  -0.1204
C 0.79 1.69 1.46  -0.1339
C -1.24 -2.83 0.34  0.0214
C 0.62 0.80 0.44  -0.3054
C 0.43 1.40 -0.92  -0.0177
O 0.02 -0.50 0.74  -0.0826
O -1.33 3.12 0.19  -0.4686
O -2.25 1.58 1.92  -0.4446
S -1.27 2.65 1.58  0.8674
H -0.56 -1.47 -1.08  0.1016
H 0.98 1.32 2.52  0.1194
H 1.34 2.59 1.11  0.1078
H -1.61 -3.27 -0.64  0.0926
H -1.41 -2.99 1.38  0.0580
H -0.02 0.68 -1.58  0.0757
H 1.46 1.54 -1.38  0.1316
H -0.19 2.19 -0.66  -0.0024

Computed properties:
HOMO	-0.3377	Ha
total charge	0
gap between HOMO and LUMO	8.5685	eV


Which structure loses on stability? *1* does.